No. 1
The following is a quantum chemistry calculation of 2 unconnected molecules or ions with the total composition C10H16O4P in a non-equilibrium geometry, from the OMol25 dataset.

Each line ends with the Mulliken charge.
Cartesian coordinates (Å):
C 0.19196 -0.57236 -4.02517  -0.70
C -1.20940 -0.48984 -3.66623  -0.57
C 1.17515 -0.12106 -3.18398  -0.53
C -1.57334 -0.16774 -2.37078  -0.59
C 0.84090 0.15908 -1.82234  1.20
C -0.54000 0.10093 -1.55989  0.11
C 3.11848 0.23575 -1.11025  -0.93
C -2.07066 -1.93865 1.74120  -0.71
C 1.53968 -0.01065 2.89597  -0.62
C -1.91437 2.28449 2.44584  -0.68
O 1.69787 0.35245 -0.79113  -0.26
O -0.80487 -1.25761 2.01555  -0.33
O 0.55973 0.76947 2.25294  -0.30
O -1.94354 0.89576 2.11095  -0.34
P -0.64550 0.21660 1.37834  0.92
H 0.32551 -0.86489 -5.04461  0.39
H -1.96095 -0.91468 -4.24582  0.40
H 2.20067 -0.08824 -3.45818  0.33
H -2.50925 -0.23209 -2.02740  0.59
H 3.67164 0.96309 -0.50394  0.23
H 3.30813 0.58455 -2.07395  0.49
H 3.39951 -0.71707 -0.79689  0.36
H -1.85311 -2.45148 0.77867  0.29
H -2.88620 -1.27234 1.87626  0.36
H -2.02428 -2.81835 2.44411  0.25
H 1.35393 -0.46328 3.89092  0.30
H 2.35703 0.80928 3.11873  0.26
H 2.15036 -0.72260 2.17450  0.24
H -0.96534 2.74029 2.54389  0.33
H -2.47114 2.34801 3.44146  0.23
H -2.51860 2.64320 1.57121  0.28

**Net charge**: +1
**Gap between HOMO and LUMO (alpha / beta)**: 0.2512 / 0.2510 hartree
**E_HOMO (alpha / beta)**: -0.4615 / -0.4615 Ha
**Energy above the lowest of the compared OMol25 structures with the same formula, charge and spin**: 77.4 kcal/mol
**Energy**: -1032.5556 a.u.


No. 2
The following is a quantum chemistry calculation of 2 unconnected molecules or ions with the total composition C10H16S in a non-equilibrium geometry, from the OMol25 dataset.

Each line ends with the Mulliken charge.
Cartesian coordinates (Å):
C 0.38905 3.14630 -3.66551  -1.36
C 0.40737 1.79054 -3.00979  0.64
C 0.81293 0.68320 -3.74927  -0.25
C 0.95002 -0.60491 -3.23591  -0.61
C 0.64552 -0.77366 -1.88275  -0.33
C 0.19869 0.29874 -1.14457  -0.26
C 0.02665 1.56722 -1.69042  -0.57
H 0.16301 3.95675 -2.98376  0.36
H -0.28889 3.12990 -4.51575  0.30
H 1.37751 3.33270 -4.09224  0.33
H 1.02286 0.71877 -4.81816  0.31
H 1.36804 -1.38519 -3.84591  0.39
H 0.87810 -1.73320 -1.43375  0.35
H -0.09954 0.12182 -0.11815  0.34
H -0.34004 2.36645 -1.06043  0.34
C -1.41964 -2.01995 1.98557  -1.01
C -1.56411 -1.22768 3.28364  -0.55
S -0.65362 -1.98486 4.69041  -0.10
C 0.85066 -0.92464 4.80553  -0.80
H -0.40924 -2.40948 1.94905  0.33
H -1.83651 -1.45298 1.14438  0.31
H -2.14353 -2.84015 1.90840  0.34
H -1.13433 -0.23787 3.15776  0.32
H -2.58228 -1.23741 3.66288  0.33
H 0.61218 -0.04651 5.40034  0.27
H 1.50932 -1.52542 5.43105  0.29
H 1.25984 -0.70846 3.82735  0.27

**Gap between HOMO and LUMO**: 0.3430 hartree
**E_HOMO**: -0.3107 Ha
**Energy above the lowest of the compared OMol25 structures with the same formula, charge and spin**: 14.7 kcal/mol
**SMILES string**: Cc1ccccc1.CCSC
**Energy**: -788.7953 a.u.


No. 3
The following is a quantum chemistry calculation of 2 unconnected molecules or ions with the total composition C10H16Si in a non-equilibrium geometry, from the OMol25 dataset.

Each line ends with the Mulliken charge.
Cartesian coordinates (Å):
C -1.60913 1.25497 -0.13722  -0.53
C -1.94039 -1.09357 0.18372  -0.60
C -2.52983 0.16615 -0.07532  0.61
C -0.22794 1.09838 -0.09615  0.90
C -0.58902 -1.26829 0.34241  0.51
C 0.25949 -0.17687 0.07013  -0.42
C -4.08493 0.34579 -0.21066  -1.37
C 0.69600 2.26753 -0.07508  -0.72
C -0.08902 -2.69102 0.67856  -1.43
C 3.83799 0.45582 -0.94783  -1.06
Si 2.79518 -0.37566 0.37594  0.58
H -2.01246 2.26231 -0.04700  0.34
H -2.70322 -1.75595 0.49928  0.28
H -4.52612 1.28745 0.07419  0.34
H -4.37153 0.22206 -1.29188  0.29
H -4.55698 -0.54887 0.22206  0.33
H 1.72184 1.90567 -0.25364  -0.37
H 0.42845 2.95397 -0.78633  0.49
H 0.69007 2.72177 0.98350  0.26
H -0.34599 -3.31139 -0.21475  0.31
H 0.95623 -2.63744 0.81291  0.27
H -0.58213 -3.11400 1.51560  0.37
H 3.85435 0.24771 -2.04642  0.31
H 3.48781 1.49425 -0.84599  0.27
H 4.86255 0.18549 -0.71250  0.35
H 3.14938 -1.86142 0.31862  -0.17
H 3.42936 -0.03484 1.66384  -0.14

**Gap between HOMO and LUMO**: 0.3456 hartree
**E_HOMO**: -0.3175 Ha
**Energy above the lowest of the compared OMol25 structures with the same formula, charge and spin**: 82.7 kcal/mol
**Energy**: -680.0230 a.u.


No. 4
The following is a quantum chemistry calculation of a molecular structure, C10H17Cl2IMoO2 in a non-equilibrium geometry, from the OMol25 dataset.

Each line ends with the Mulliken spin population.
Cartesian coordinates (Å):
C 0.46474 -1.18873 -0.35192  0.04
C 1.56102 -0.43206 0.15876  -0.17
C 1.30071 0.96695 -0.05643  0.20
C 2.86544 -1.00241 0.59487  0.00
C 0.05693 1.07309 -0.74827  -0.10
C -0.49204 -0.26118 -0.91345  0.05
C -1.75859 -0.58733 -1.62537  -0.01
C 0.44443 -2.66870 -0.47671  0.02
C 2.25654 2.08614 0.18277  0.02
C -0.50513 2.34810 -1.28782  -0.01
Mo -0.38829 0.08798 1.34089  1.75
Cl 1.28472 0.11538 3.07588  0.04
Cl -1.74338 -1.74199 1.65809  0.14
O -1.82502 1.42774 0.87504  0.07
H 2.73046 -1.97439 1.09137  0.00
H 3.39278 -0.31502 1.27136  0.00
H 3.52613 -1.17582 -0.27350  0.00
H 2.74399 1.98276 1.15626  0.01
H 1.72759 3.04166 0.12812  0.00
H 3.04220 2.09139 -0.58520  0.00
H -0.20630 3.17770 -0.64414  0.00
H -1.59773 2.30917 -1.32358  0.00
H -0.12538 2.55340 -2.29729  0.00
H -2.46942 0.23654 -1.51342  0.00
H -2.23976 -1.47504 -1.21090  0.00
H -1.56539 -0.74672 -2.69382  0.00
H 0.82538 -3.13942 0.42913  0.00
H 1.08812 -2.97712 -1.30803  0.00
H -0.56841 -3.02846 -0.65646  0.00
H -2.12758 2.01248 1.60381  0.00
O -4.60238 -2.32136 0.25291  0.00
H -5.46117 -1.84150 0.31605  0.00
I -1.63519 1.36679 3.83101  -0.04

**Net charge**: -2
**Gap between HOMO and LUMO (alpha / beta)**: 0.1674 / 0.1670 hartree
**E_HOMO (alpha / beta)**: 0.0141 / 0.0142 Ha
**Energy above the lowest of the compared OMol25 structures with the same formula, charge and spin**: 25.7 kcal/mol
**2S+1**: 3
**Energy**: -1828.0518 a.u.


No. 5
The following is a quantum chemistry calculation of 2 unconnected molecules or ions with the total composition C10H17ClN in a non-equilibrium geometry, from the OMol25 dataset.

Each line ends with the Mulliken charge.
Cartesian coordinates (Å):
C -1.28019 1.45168 0.71184  -0.30
C -1.06033 0.74698 -0.38952  -1.24
C 0.68051 0.72709 1.93532  -1.10
C -0.46424 1.45196 1.87691  1.05
C 1.11091 -0.17158 0.79168  -0.47
C 0.07451 -0.26552 -0.35894  0.05
C -1.03911 2.34305 2.88889  -1.59
C 0.56157 0.17504 -2.72236  -0.70
C 1.71701 -1.65495 -1.55427  -1.18
C -1.13902 -1.82015 0.27893  -0.54
N 0.50494 -0.84280 -1.59703  0.56
Cl -1.59394 -2.71378 -1.15284  -0.19
H -2.19756 2.06719 0.72958  0.34
H -1.76373 0.76653 -1.19476  0.45
H 1.27776 0.70735 2.84342  0.39
H 1.90663 0.29504 0.34773  0.45
H 1.44089 -1.17782 1.21942  0.40
H -1.98768 2.02276 3.09299  0.44
H -1.18338 3.36651 2.50434  0.36
H -0.41160 2.34754 3.85810  0.33
H -0.42748 0.14700 -3.28363  0.32
H 0.75129 1.14379 -2.36382  0.34
H 1.34962 -0.25440 -3.46791  0.34
H 1.60842 -2.20165 -0.66547  0.39
H 1.73194 -2.23030 -2.47125  0.44
H 2.54508 -1.02548 -1.66586  0.51
H -1.99396 -1.40653 0.71984  0.44
H -0.47906 -2.43762 0.87558  0.41
H -0.23979 -1.55693 -1.78690  0.30

**Net charge**: +1
**Gap between HOMO and LUMO**: 0.3174 hartree
**E_HOMO**: -0.4319 Ha
**Energy above the lowest of the compared OMol25 structures with the same formula, charge and spin**: 17.4 kcal/mol
**Energy**: -905.8168 a.u.


No. 6
The following is a quantum chemistry calculation of 2 unconnected molecules or ions with the total composition C10H17ClN2Si in a non-equilibrium geometry, from the OMol25 dataset.

Each line ends with the Mulliken charge.
Cartesian coordinates (Å):
C 1.88703 2.50457 1.44093  -0.99
N 0.68266 2.38216 0.57517  0.13
C 0.56697 3.34128 -0.50691  -1.05
Si -0.04049 0.82524 0.37465  0.33
Cl -1.44109 0.91982 -1.09266  -0.29
C 1.21353 -0.61858 -0.16201  0.13
C 1.65962 -1.48403 0.84204  -0.10
C 2.54576 -2.53437 0.62450  -0.75
C 3.07868 -2.62984 -0.63957  -0.29
C 2.62195 -1.84807 -1.68603  -0.63
C 1.59438 -0.87698 -1.43739  -0.21
H 2.35163 1.57326 1.73505  0.36
H 2.57166 3.01902 0.84928  0.36
H 1.66391 3.14602 2.30189  0.27
H 1.53132 3.52207 -0.94704  0.29
H -0.12282 3.12805 -1.19931  0.37
H 0.21655 4.33111 -0.20988  0.35
H -0.31325 0.81829 1.80625  -0.15
H 1.24545 -1.33316 1.82635  0.32
H 2.75308 -3.21338 1.38249  0.46
H 3.76329 -3.41616 -0.78349  0.37
H 3.05465 -2.00039 -2.68295  0.33
H 1.24388 -0.49670 -2.36251  0.41
C -4.26741 -0.13982 -0.86442  -0.40
N -4.65381 -0.51986 0.24535  -0.38
C -4.37151 -1.92639 0.68966  -0.68
H -4.42669 0.93026 -1.06797  0.31
H -3.63380 -0.74391 -1.48366  0.32
H -4.26346 -2.05648 1.74422  0.24
H -5.32114 -2.32503 0.46162  0.34
H -3.39056 -2.27801 0.22634  0.25

**Gap between HOMO and LUMO**: 0.3401 hartree
**E_HOMO**: -0.3129 Ha
**SMILES string**: CN(C)[Si@@H](Cl)c1ccccc1.C=NC
**Energy**: -1250.4002 a.u.


No. 7
The following is a quantum chemistry calculation of a molecular structure, C10H17N in a non-equilibrium geometry, from the OMol25 dataset.

Each line ends with the Mulliken charge.
Cartesian coordinates (Å):
C 1.10577 0.98392 -1.06967  0.13
C 1.03609 2.19860 -1.66263  -0.82
C 2.24766 2.98178 -1.62998  0.04
C 3.37919 2.62731 -1.01245  -0.69
C 3.17729 1.38828 -0.30327  -0.03
C 0.84885 -2.70154 0.54329  -1.03
C -0.18162 -1.56340 0.90804  -0.04
C -1.72158 -1.56529 0.39784  -0.55
C -2.18446 -0.34832 1.13806  -0.28
C -3.75390 -0.19319 0.77644  -1.04
H 0.40902 0.14715 -1.32684  0.45
H 0.08172 2.54035 -2.28118  0.22
H 2.17504 4.04873 -2.02730  0.27
H 4.30962 3.22388 -0.89368  0.34
H 3.88446 0.83213 0.31463  0.37
H 0.45539 -3.81365 0.57070  0.30
H 0.82796 -2.70361 -0.61030  0.24
H 1.98514 -2.59203 0.88988  0.26
H 0.21331 -0.59264 0.40487  -0.24
H -0.13566 -1.25525 1.99243  0.36
H -1.78758 -1.30886 -0.73531  0.23
H -2.00107 -2.53228 0.66877  0.51
H -1.58257 0.39075 0.59156  0.17
H -2.22594 -0.40246 2.24734  0.32
H -4.24604 -1.22962 0.73371  0.27
H -4.45069 0.39619 1.78546  0.25
H -3.94631 0.41312 -0.11364  0.31
N 2.08093 0.62993 -0.29677  -0.31

**Gap between HOMO and LUMO**: 0.3854 hartree
**E_HOMO**: -0.3540 Ha
**Energy above the lowest of the compared OMol25 structures with the same formula, charge and spin**: 120.1 kcal/mol
**Energy**: -445.8358 a.u.


No. 8
The following is a quantum chemistry calculation of 2 unconnected molecules or ions with the total composition C10H17N2O in a non-equilibrium geometry, from the OMol25 dataset.

Each line ends with the Mulliken charge.
Cartesian coordinates (Å):
C 1.12093 -1.87519 -3.30233  -0.52
C 1.59736 -0.62621 -3.23233  -0.59
C -0.04440 -2.24108 -2.39507  -0.45
C 1.03618 0.46988 -2.55552  -0.33
C -0.56864 -1.31695 -1.58730  -0.92
C -0.13751 0.03642 -1.66283  0.57
C 1.49387 0.59530 1.73142  -1.03
C -0.64645 0.97191 3.20777  -0.46
C -0.90488 1.00110 -1.07090  -0.21
C 0.09091 0.15921 2.06464  0.43
N -0.51819 -0.73738 1.39835  -0.23
N -1.83355 0.25133 3.46019  -0.54
O -0.53559 2.32753 -1.03398  -0.48
H 1.50338 -2.59603 -3.89673  0.53
H 2.41331 -0.48202 -3.96537  0.30
H -0.42772 -3.33455 -2.38172  0.31
H 0.84034 1.23362 -3.28145  0.42
H -1.29688 -1.55922 -0.79849  0.56
H 1.67745 1.21230 2.63960  0.35
H 2.10384 -0.30024 1.45502  0.39
H 1.37544 1.32193 0.91123  0.21
H -0.92897 1.93558 2.67168  0.29
H 0.04896 1.12688 4.07740  0.41
H -1.69190 0.59106 -0.34099  0.36
H 1.52115 0.89343 -1.67519  0.15
H -0.16932 -1.31053 0.56052  0.30
H -1.82766 -0.42202 4.24204  0.21
H -1.53005 -1.01294 1.66849  0.40
H -2.71046 0.83891 3.50979  0.23
H -1.05095 2.84797 -0.41794  0.34

**Net charge**: +1
**Gap between HOMO and LUMO**: 0.2501 hartree
**E_HOMO**: -0.3873 Ha
**Energy above the lowest of the compared OMol25 structures with the same formula, charge and spin**: 78.9 kcal/mol
**Energy**: -575.6373 a.u.